Computed, not measured: C5H10 in the gas phase, with the ωB97M-V functional and the def2-TZVPD basis.

CARTESIAN COORDINATES (ANGSTROEM)
C1 -0.8272 -0.7868 0.6071
C2 -1.1693 0.5552 -0.0630
C3 0.2079 1.2325 -0.3693
C4 1.2958 0.1616 -0.0784
C5 0.5107 -1.1539 -0.0224
H1 -0.7419 -0.6669 1.6961
H2 -1.5499 -1.5873 0.4176
H3 -1.6965 0.3705 -1.0063
H4 -1.8469 1.1611 0.5516
H5 0.2566 1.5395 -1.4214
H6 0.3690 2.1439 0.2182
H7 1.8048 0.3637 0.8732
H8 2.0770 0.1262 -0.8475
H9 1.0068 -1.9805 0.4951
H10 0.3031 -1.4788 -1.0508

Results
E_HOMO   -11.070 eV
SMILES   C1CCCC1
2S+1   1
HOMO-LUMO gap   0.453 Ha
Total charge   0
Energy relative to the best compared isomer or geometry (same formula, charge and spin)   1.02 kcal per mole

Results of the Mulliken charge analysis, in e, for atoms 1 through 8: atom 1 (C): -0.609, atom 2 (C): -0.587, atom 3 (C): -0.513, atom 4 (C): -0.587, atom 5 (C): -0.593, atom 6 (H): 0.292, atom 7 (H): 0.328, atom 8 (H): 0.249